(1)
This record from the OMol25 dataset describes an isolated molecule of C18H20N2O6 at a distorted geometry. The level of theory is the ωB97M-V functional and the def2-TZVPD basis.

Structure (SMILES) = COc1cc(/C=C(\C#N)C(=O)NC[C@H]2CCCO2)ccc1OCC(=O)O
Max |F| = 1.480 eV/Å
Total energy = -34255.029 eV

Element x y z (Å)
C (-3.645, -3.538, 0.553)
O (-3.970, -2.180, 0.368)
C (-2.960, -1.305, 0.111)
C (-1.623, -1.624, 0.007)
C (-0.656, -0.638, -0.258)
C (0.716, -1.060, -0.344)
C (1.843, -0.335, -0.529)
C (1.931, 1.058, -0.649)
N (2.123, 2.191, -0.738)
C (3.149, -1.090, -0.557)
O (3.199, -2.277, -0.308)
N (4.219, -0.340, -0.889)
C (5.571, -0.833, -0.829)
C (6.472, 0.007, 0.099)
C (6.468, 1.507, -0.250)
C (5.487, 2.126, 0.757)
C (5.189, 0.983, 1.745)
O (6.083, -0.073, 1.452)
C (-1.075, 0.680, -0.423)
C (-2.414, 1.014, -0.325)
C (-3.362, 0.041, -0.059)
O (-4.701, 0.252, 0.061)
C (-5.226, 1.551, -0.082)
C (-6.750, 1.470, 0.119)
O (-7.448, 2.438, 0.049)
O (-7.207, 0.253, 0.371)
H (-4.591, -4.041, 0.746)
H (-2.979, -3.678, 1.409)
H (-3.185, -3.965, -0.343)
H (-1.295, -2.644, 0.133)
H (0.893, -2.126, -0.242)
H (4.093, 0.639, -1.092)
H (5.517, -1.857, -0.450)
H (6.012, -0.844, -1.832)
H (7.478, -0.425, 0.041)
H (6.178, 1.681, -1.285)
H (7.467, 1.916, -0.107)
H (5.938, 2.973, 1.270)
H (4.570, 2.474, 0.281)
H (4.150, 0.640, 1.652)
H (5.363, 1.266, 2.785)
H (-0.358, 1.456, -0.632)
H (-2.711, 2.042, -0.458)
H (-4.817, 2.242, 0.666)
H (-5.032, 1.962, -1.080)
H (-6.476, -0.393, 0.386)

***

(2)
This record from the OMol25 dataset describes an isolated molecule of C6H7IN2OS at a distorted geometry. The level of theory is the ωB97M-V functional and the def2-TZVPD basis.

Structure (SMILES) = C/C(=N\I)Oc1nc(C)cs1
Max |F| = 4.833 eV/Å
Total energy = -30296.834 eV

Element x y z (Å)
C (2.588, -2.280, -0.893)
C (1.764, -1.114, -0.368)
N (2.192, -0.022, 0.095)
I (4.006, 0.786, -0.087)
O (0.519, -1.462, -0.315)
C (-0.495, -0.618, 0.048)
N (-0.514, 0.649, 0.050)
C (-1.708, 1.159, 0.435)
C (-1.996, 2.632, 0.344)
C (-2.622, 0.229, 0.869)
S (-1.899, -1.354, 0.724)
H (3.050, -2.001, -1.866)
H (1.904, -3.084, -0.913)
H (3.391, -2.501, -0.149)
H (-2.694, 2.998, 1.203)
H (-1.081, 3.275, 0.281)
H (-2.642, 2.497, -0.646)
H (-3.763, 0.210, 1.189)

***

(3)
This record from the OMol25 dataset describes a cluster of 2 separate species, C6H14O4 in total at a distorted geometry. The level of theory is the ωB97M-V functional and the def2-TZVPD basis.

Structure (SMILES) = CCOCCCOC=O.O
Max |F| = 2.757 eV/Å
Total energy = -14637.994 eV

Element x y z (Å)
C (-0.766, 1.323, -2.210)
C (-1.189, -0.132, -2.345)
O (-1.889, -0.591, -1.201)
C (-1.020, -1.026, -0.157)
C (-1.656, -0.710, 1.189)
C (-0.781, 0.083, 2.153)
O (0.034, 1.047, 1.479)
C (1.326, 0.745, 1.371)
O (1.989, 0.264, 2.210)
H (-1.571, 1.970, -2.500)
H (0.114, 1.517, -2.803)
H (-0.498, 1.514, -1.180)
H (-0.350, -0.788, -2.546)
H (-1.888, -0.212, -3.165)
H (-0.064, -0.537, -0.294)
H (-0.890, -2.098, -0.251)
H (-2.570, -0.168, 1.019)
H (-1.956, -1.643, 1.636)
H (-1.426, 0.633, 2.816)
H (-0.210, -0.585, 2.779)
H (1.773, 1.016, 0.414)
O (4.567, -0.278, 0.244)
H (4.314, -0.106, 1.159)
H (4.606, -1.239, 0.184)

***

(4)
This record from the OMol25 dataset describes an isolated molecule of C5H10S at a distorted geometry. The level of theory is the ωB97M-V functional and the def2-TZVPD basis.

Structure (SMILES) = CC[C@@H]1C[C@@H]1S
Max |F| = 2.842 eV/Å
Total energy = -16180.737 eV

Element x y z (Å)
C (1.708, -1.355, -0.163)
C (1.061, -0.125, 0.390)
C (0.098, 0.609, -0.484)
C (-0.894, 1.495, 0.272)
C (-1.405, 0.300, -0.548)
S (-2.268, -1.196, 0.038)
H (1.277, -2.224, 0.267)
H (2.817, -1.401, -0.077)
H (1.378, -1.476, -1.208)
H (0.759, -0.286, 1.400)
H (1.927, 0.515, 0.672)
H (0.563, 1.003, -1.337)
H (-1.064, 2.448, -0.114)
H (-0.950, 1.624, 1.395)
H (-1.935, 0.634, -1.387)
H (-3.072, -0.564, 0.884)

***

no.,HOMO-LUMO gap (eV)
1,7.97
2,8.83
3,10.62
4,10.00